Entry 1:
Below is one molecule with the formula C4H9NO, with properties calculated with ωB97M-V with the def2-TZVPD basis set.

The SMILES is CCCC(N)=O. The energy relative to the best compared isomer or geometry (same formula, charge and spin) is 2.32 kcal/mol. As for the charge: 0. For the total energy, the calculation gives -287.8288 hartree. The value obtained for the LUMO energy is 0.9 eV.

XYZ file:
```
15
Properties=species:S:1:pos:R:3:lowdin_charge:R:1
O 0.07641 -2.24168 0.37109 0.04
N 0.25351 -1.18967 2.35906 0.16
C -0.12397 1.32537 -1.84173 -0.12
C -0.00860 -1.21748 1.02500 -0.56
C -0.36554 0.11950 0.39738 -0.14
C 0.34888 0.18693 -0.94833 -0.27
H -0.12443 0.95710 1.06752 0.11
H 1.42787 0.29978 -0.76601 0.12
H 0.01914 2.30974 -1.37422 0.07
H 0.08158 -0.37309 2.92115 0.10
H 0.16692 -0.78687 -1.39971 0.10
H 0.46219 -2.07101 2.80233 0.11
H -1.19077 1.20911 -2.06057 0.07
H -1.45092 0.13878 0.23473 0.13
H 0.42774 1.33349 -2.78767 0.07
```

=====

Entry 2:
Below is a 2-piece molecular cluster, C2H5NO2 overall in a non-equilibrium geometry, with properties calculated with ωB97M-V with the def2-TZVPD basis set.

The SMILES is NC=O.C=O. The energy relative to the best compared isomer or geometry (same formula, charge and spin) is 49.91 kcal/mol. As for the charge: 0. For the total energy, the calculation gives -284.3878 hartree. The value obtained for the LUMO energy is 0.7 eV.

XYZ file:
```
10
Properties=species:S:1:pos:R:3:lowdin_charge:R:1
O -3.55623 0.25909 -2.58472 -0.05
O 0.48851 -0.12567 1.18646 -0.02
N 2.68359 0.34100 1.36995 0.11
C -3.17832 -0.28930 -1.51564 -0.10
C 1.54440 0.00734 0.58524 -0.35
H -3.60373 -0.60923 -0.56736 0.07
H 2.44799 0.54113 2.33810 0.10
H 3.54529 0.51320 1.04279 0.03
H -2.03076 -0.33914 -1.39450 0.08
H 1.65926 -0.29841 -0.46031 0.12
```

=====

- The highest LUMO energy belongs to which entry?
  C4H9NO